ORCA calculation (ωB97M-V/def2-TZVPD) on an isolated molecule of C5H8ClF at a distorted geometry.

The calculation puts the molecular weight at 122.6 g/mol. The relative energy (zero: lowest compared OMol25 entry of this formula, charge and spin) comes out at 51.9 kcal/mol. The total charge is 0. The calculation puts the HOMO-LUMO gap at 10.062 eV. As for the SMILES: C/C(Cl)=C(/C)CF. The strongest force on any atom comes out at 5.534 eV/A.

```
15
Properties=species:S:1:pos:R:3:forces:R:3
C -1.069 -2.150 -0.294 -4.0 0.0 -1.3
C -1.138 -0.683 -0.261 -0.9 0.4 1.0
Cl -2.809 -0.077 -0.068 0.3 -0.1 0.0
C -0.165 0.132 0.030 5.0 -0.5 -2.3
C -0.120 1.476 0.602 0.8 -0.5 3.7
C 1.456 -0.365 -0.503 -3.2 3.6 2.7
F 2.149 -0.561 0.665 0.8 0.2 0.5
H -1.463 -2.501 -1.294 0.5 -0.2 1.2
H -1.816 -2.421 0.507 0.7 -0.3 -1.0
H -0.175 -2.571 -0.018 2.3 -0.7 0.3
H -0.920 2.083 0.318 -1.0 1.2 -0.7
H -0.247 1.386 1.776 0.0 -0.1 -2.0
H 0.869 1.946 0.588 -0.3 0.0 -0.7
H 1.491 -1.264 -0.981 -0.3 -2.3 -1.8
H 1.903 0.497 -1.071 -0.5 -0.9 0.5
```
Forces are in eV/Å.